{"formula": "C20H25FN2O3S", "method": "wB97M-V/def2-TZVPD", "energy_ev": -43820.580, "homo_ev": -8.35, "lumo_ev": 0.67, "e_above_lowest_kj_mol": 257.1, "homo_lumo_gap_ev": 9.03, "species": ["O", "C", "N", "H", "C", "C", "H", "H", "C", "N", "C", "C", "C", "C", "C", "H", "H", "H", "H", "H", "H", "H", "H", "H", "H", "H", "H", "H", "H", "C", "C", "C", "C", "C", "H", "H", "S", "O", "C", "C", "C", "C", "C", "C", "H", "H", "F", "H", "H", "O", "H", "H"], "coordinates": [[-1.339608, -2.072021, 1.783374], [-0.828538, -1.202016, 1.100953], [0.331421, -1.353157, 0.429045], [0.810905, -0.565258, 0.004445], [1.170126, -2.516310, 0.587884], [2.562817, -2.116732, 1.075385], [2.467513, -1.577631, 2.018770], [3.144506, -3.020578, 1.262882], [3.318328, -1.262977, 0.050598], [2.665034, 0.019719, -0.191387], [2.893420, 0.567328, -1.518894], [4.302406, 1.134852, -1.715608], [4.563454, 2.215851, -0.669619], [4.337823, 1.643553, 0.727739], [2.937040, 1.027759, 0.823679], [2.191944, 1.821582, 0.701206], [2.788304, 0.581503, 1.808399], [4.437980, 2.425990, 1.481356], [5.092833, 0.882524, 0.936631], [3.876371, 3.049923, -0.834396], [5.582429, 2.596834, -0.762378], [5.037517, 0.333828, -1.611682], [4.392539, 1.547332, -2.721623], [2.166463, 1.374287, -1.667164], [2.686478, -0.211239, -2.257417], [3.343191, -1.807914, -0.896598], [4.356995, -1.143148, 0.391342], [1.248140, -3.039180, -0.372482], [0.679533, -3.178159, 1.306038], [-1.475948, 0.109623, 0.881403], [-1.136054, 1.217907, 0.144019], [-2.212327, 2.120235, 0.259933], [-3.136685, 1.506712, 1.066147], [-4.513518, 1.862669, 1.420959], [-4.854898, 1.315948, 2.295471], [-4.654279, 2.933701, 1.539089], [-5.703493, 1.382100, 0.009816], [-5.429226, 2.328421, -1.067513], [-4.793394, -0.132579, -0.427981], [-3.951188, -0.090713, -1.523495], [-3.175222, -1.191996, -1.833645], [-3.273611, -2.315616, -1.030823], [-4.130288, -2.378169, 0.055317], [-4.900176, -1.269014, 0.355895], [-5.564556, -1.282242, 1.205928], [-4.163728, -3.269628, 0.659198], [-2.514274, -3.386315, -1.328861], [-2.497388, -1.186002, -2.672367], [-3.907119, 0.814694, -2.110570], [-2.687262, 0.297219, 1.443621], [-2.304323, 3.086187, -0.192449], [-0.238390, 1.370312, -0.419578]], "forces_ev_per_a": [[-0.177, -0.055, 0.209], [0.006, -0.125, -0.152], [-0.068, 0.100, -0.067], [-0.118, 0.059, 0.098], [0.076, -0.161, 0.221], [-0.089, 0.043, -0.346], [0.029, -0.034, 0.094], [0.043, -0.013, 0.060], [0.055, -0.181, 0.322], [-0.029, 0.067, -0.199], [0.248, -0.008, -0.248], [-0.250, 0.152, 0.049], [0.196, -0.228, 0.048], [-0.219, 0.060, -0.115], [0.164, 0.069, 0.244], [-0.009, 0.011, 0.091], [-0.086, 0.060, 0.006], [0.037, -0.033, 0.072], [0.054, 0.007, 0.055], [-0.007, 0.084, -0.022], [-0.042, 0.087, -0.015], [0.061, -0.040, -0.051], [0.044, -0.055, -0.055], [-0.009, -0.001, -0.080], [-0.064, 0.049, 0.013], [0.063, 0.011, -0.011], [0.002, -0.015, -0.124], [0.015, -0.078, 0.081], [0.069, 0.029, -0.153], [0.306, 0.617, -0.449], [-0.041, -0.681, 0.424], [-0.500, -0.113, 0.464], [0.430, 0.780, -0.411], [-0.319, -0.485, -0.429], [-0.038, 0.042, 0.154], [-0.085, 0.009, -0.004], [0.624, -1.090, 1.037], [0.138, 0.919, -0.913], [-0.487, 0.268, 0.073], [-0.130, 0.197, 0.042], [0.019, -0.258, 0.138], [-0.112, 0.146, -0.044], [0.090, -0.057, -0.081], [-0.024, -0.022, -0.206], [-0.081, -0.054, 0.153], [0.022, -0.101, 0.061], [-0.035, 0.033, 0.059], [0.069, -0.034, -0.086], [0.015, 0.072, -0.055], [-0.006, -0.205, 0.270], [-0.096, 0.208, -0.086], [0.249, -0.052, -0.139]]}

=====

{"formula": "C20H25FN4O2S", "method": "wB97M-V/def2-TZVPD", "energy_ev": -44755.508, "smiles": "Cc1nc(CCNC(=O)C[C@@H]2C(=O)NCCN2Cc2ccc(F)cc2)sc1C", "homo_ev": -8.55, "lumo_ev": 0.67, "e_above_lowest_kj_mol": 0.0, "homo_lumo_gap_ev": 9.21, "species": ["C", "C", "N", "C", "C", "C", "N", "C", "O", "C", "C", "C", "O", "N", "C", "C", "N", "C", "C", "C", "C", "C", "F", "C", "C", "S", "C", "C", "H", "H", "H", "H", "H", "H", "H", "H", "H", "H", "H", "H", "H", "H", "H", "H", "H", "H", "H", "H", "H", "H", "H", "H", "H"], "coordinates": [[-2.625034, -3.073455, 0.180940], [-3.661663, -2.051228, -0.128550], [-3.290258, -0.948438, -0.830191], [-4.243631, -0.104507, -1.001628], [-4.070227, 1.215230, -1.666198], [-2.946066, 2.001909, -0.975129], [-1.703781, 1.277665, -1.067283], [-0.533481, 1.859526, -1.362320], [-0.414754, 3.058519, -1.553066], [0.635628, 0.883991, -1.445571], [1.293309, 0.562912, -0.081242], [0.214424, 0.457123, 0.993694], [-0.521402, -0.511623, 1.077028], [0.093228, 1.500998, 1.832535], [0.961008, 2.655732, 1.926250], [1.819909, 2.777276, 0.661544], [2.354900, 1.504133, 0.232666], [3.343165, 0.933787, 1.134652], [4.157718, -0.114638, 0.422284], [4.633750, 0.143122, -0.858613], [5.389126, -0.795858, -1.534263], [5.667439, -1.998373, -0.908973], [6.408200, -2.921261, -1.560331], [5.207330, -2.283145, 0.362389], [4.447181, -1.332549, 1.021684], [-5.761959, -0.618280, -0.303036], [-4.974094, -2.069379, 0.245574], [-5.712383, -3.113950, 1.006558], [-2.339067, -3.605605, -0.725359], [-2.988990, -3.787180, 0.913505], [-1.745395, -2.561321, 0.567216], [-3.801172, 1.062405, -2.714609], [-5.001605, 1.779627, -1.621397], [-2.801999, 2.973895, -1.453709], [-3.211300, 2.163707, 0.077855], [-1.781819, 0.278324, -0.885976], [0.276968, -0.046589, -1.884604], [1.403362, 1.316715, -2.087396], [1.754893, -0.426739, -0.173311], [-0.627121, 1.409647, 2.536937], [1.599641, 2.555825, 2.815491], [0.348317, 3.553516, 2.047454], [1.218458, 3.177526, -0.155579], [2.645969, 3.467062, 0.846366], [2.895703, 0.495699, 2.042418], [4.010355, 1.744683, 1.445374], [4.394945, 1.087476, -1.321642], [5.763271, -0.609501, -2.528456], [5.439633, -3.232448, 0.818417], [4.076661, -1.545239, 2.014006], [-5.268306, -3.252677, 1.992621], [-6.752723, -2.826138, 1.132714], [-5.676287, -4.067908, 0.480283]], "forces_ev_per_a": [[-0.059, 0.060, -0.006], [-0.688, -0.298, 0.388], [0.528, 0.181, -0.340], [-1.047, -0.052, 0.166], [0.241, 0.245, 0.029], [-0.106, 0.272, -0.087], [-0.241, -0.211, -0.025], [0.047, -0.363, -0.175], [0.105, 0.482, -0.126], [-0.076, 0.057, 0.103], [0.006, -0.097, -0.273], [0.263, -0.191, 0.140], [-0.134, -0.355, -0.141], [-0.247, 0.267, 0.301], [0.425, 0.231, -0.064], [-0.214, 0.231, 0.175], [0.151, -0.007, 0.062], [0.009, 0.030, -0.024], [0.005, -0.067, 0.115], [0.016, -0.093, 0.122], [0.114, -0.187, -0.017], [-0.068, 0.038, 0.113], [-0.063, 0.071, 0.040], [0.172, -0.116, -0.214], [-0.007, 0.170, -0.102], [0.881, -0.236, -0.116], [0.090, 0.335, -0.219], [0.041, -0.083, 0.037], [0.047, -0.097, -0.036], [0.027, -0.125, 0.059], [0.074, -0.059, 0.051], [-0.065, 0.038, 0.014], [0.023, 0.035, -0.051], [-0.058, -0.101, 0.114], [-0.020, 0.066, -0.092], [0.232, 0.113, -0.083], [0.007, -0.019, -0.010], [-0.070, -0.043, 0.020], [-0.180, 0.121, 0.086], [0.048, -0.163, -0.154], [-0.067, 0.080, -0.088], [0.090, -0.036, -0.004], [0.069, 0.068, 0.107], [-0.046, 0.004, 0.009], [0.076, 0.044, 0.020], [-0.105, -0.009, 0.078], [-0.032, 0.099, -0.084], [0.054, -0.003, -0.104], [0.035, -0.108, 0.013], [-0.064, -0.015, 0.098], [-0.064, -0.047, 0.056], [-0.079, -0.106, 0.078], [-0.074, -0.052, 0.041]]}

=====

{"formula": "C20H25N3O2S", "method": "wB97M-V/def2-TZVPD", "energy_ev": -40547.547, "smiles": "CN(Cc1nccs1)C(=O)[C@@H]1CCC(=O)N(CCCc2ccccc2)C1", "homo_ev": -8.87, "lumo_ev": 0.46, "e_above_lowest_kj_mol": 61.5, "homo_lumo_gap_ev": 9.33, "species": ["C", "N", "C", "C", "N", "C", "C", "S", "C", "O", "C", "C", "C", "C", "O", "N", "C", "C", "C", "C", "C", "C", "C", "C", "C", "C", "H", "H", "H", "H", "H", "H", "H", "H", "H", "H", "H", "H", "H", "H", "H", "H", "H", "H", "H", "H", "H", "H", "H", "H", "H"], "coordinates": [[-4.403533, -1.572866, 0.124156], [-3.823215, -0.461528, 0.844508], [-4.759673, 0.446687, 1.485663], [-5.664446, 1.083760, 0.490680], [-6.930090, 0.873764, 0.417660], [-7.504125, 1.557614, -0.598273], [-6.650844, 2.308630, -1.341186], [-5.045756, 2.167513, -0.739951], [-2.504616, -0.149264, 0.870658], [-2.091222, 0.830797, 1.461309], [-1.559146, -1.116733, 0.169882], [-1.113047, -2.208271, 1.145038], [-0.235432, -3.193775, 0.391244], [0.868708, -2.550915, -0.433580], [1.813799, -3.214648, -0.820140], [0.726419, -1.247842, -0.765403], [1.794943, -0.620241, -1.519396], [2.838826, 0.037246, -0.615332], [3.991313, 0.624055, -1.436208], [5.038250, 1.204492, -0.529055], [6.037462, 0.395015, -0.003307], [6.984882, 0.914142, 0.860397], [6.944033, 2.252557, 1.212684], [5.950384, 3.066688, 0.697329], [5.003663, 2.544374, -0.166276], [-0.307364, -0.364150, -0.272236], [-4.334101, -1.432872, -0.958480], [-5.457272, -1.636740, 0.388515], [-3.923319, -2.513526, 0.392532], [-4.156247, 1.202590, 1.998015], [-5.369702, -0.095807, 2.214688], [-8.563319, 1.467004, -0.754114], [-6.863990, 2.926071, -2.189614], [-2.038130, -1.570157, -0.700166], [-0.552897, -1.744004, 1.958952], [-1.968681, -2.726044, 1.583807], [0.241872, -3.899365, 1.073242], [-0.840167, -3.782380, -0.305701], [2.274569, -1.406577, -2.107582], [1.357641, 0.118743, -2.197130], [3.230457, -0.717127, 0.069538], [2.376892, 0.829288, -0.021946], [3.602411, 1.397291, -2.102532], [4.428641, -0.167747, -2.047666], [6.072576, -0.649870, -0.277133], [7.758240, 0.273558, 1.259003], [7.684551, 2.659585, 1.885509], [5.913099, 4.112023, 0.968181], [4.230640, 3.185155, -0.567093], [-0.563357, 0.339652, -1.072401], [0.059439, 0.224133, 0.578689]], "forces_ev_per_a": [[0.101, -0.204, -0.238], [-0.330, 0.115, 0.195], [0.308, 0.081, 0.382], [0.501, 0.445, -0.417], [-0.144, -0.592, 0.737], [0.052, 0.495, -0.611], [0.155, -0.042, 0.065], [-0.532, -0.332, 0.330], [0.122, -0.306, -0.233], [0.295, 0.315, 0.112], [0.278, 0.283, 0.254], [-0.131, -0.150, -0.211], [0.068, 0.000, 0.125], [-0.294, -0.301, 0.086], [0.280, -0.238, 0.018], [-0.037, 0.180, -0.246], [0.342, -0.080, 0.029], [-0.106, -0.075, -0.366], [-0.162, -0.056, 0.291], [0.031, 0.029, -0.164], [-0.018, 0.023, -0.017], [0.065, -0.048, 0.058], [0.072, 0.049, 0.073], [0.008, 0.091, 0.059], [-0.002, -0.028, -0.019], [-0.335, 0.244, 0.224], [-0.070, -0.061, 0.021], [0.024, -0.033, -0.017], [-0.030, -0.036, -0.030], [-0.193, -0.177, -0.012], [0.013, 0.106, -0.093], [-0.179, 0.044, -0.106], [-0.115, 0.126, -0.186], [-0.007, -0.031, 0.014], [-0.041, 0.052, 0.049], [0.016, 0.018, 0.051], [0.022, 0.015, -0.121], [0.040, -0.008, 0.009], [-0.069, 0.166, -0.005], [-0.014, -0.035, 0.009], [-0.017, -0.003, 0.056], [0.018, 0.008, 0.084], [0.039, -0.014, -0.076], [-0.003, 0.021, -0.078], [0.005, -0.124, -0.043], [0.059, -0.048, 0.027], [0.056, 0.030, 0.046], [-0.001, 0.077, 0.018], [-0.083, 0.062, -0.059], [0.049, -0.033, 0.082], [-0.111, -0.021, -0.157]]}

=====

{"formula": "C20H25N3O3S", "method": "wB97M-V/def2-TZVPD", "energy_ev": -42594.170, "smiles": "Cc1ccc(C(=O)Nc2ccc(N3CCN(S(C)(=O)=O)CC3)cc2)cc1C", "homo_ev": -7.50, "lumo_ev": 0.43, "e_above_lowest_kj_mol": 196.2, "homo_lumo_gap_ev": 7.93, "species": ["C", "C", "C", "C", "C", "C", "O", "N", "C", "C", "C", "C", "N", "C", "C", "N", "S", "C", "O", "O", "C", "C", "C", "C", "C", "C", "C", "H", "H", "H", "H", "H", "H", "H", "H", "H", "H", "H", "H", "H", "H", "H", "H", "H", "H", "H", "H", "H", "H", "H", "H", "H"], "coordinates": [[2.855175, 2.787200, -3.099204], [2.683357, 1.302775, -3.000039], [2.794650, 0.665183, -1.771005], [2.633111, -0.701476, -1.650612], [2.353383, -1.460342, -2.780951], [2.239135, -2.942800, -2.717087], [2.817421, -3.675182, -3.497855], [1.495742, -3.471392, -1.703482], [0.596422, -2.852092, -0.826181], [0.435015, -3.370635, 0.456478], [-0.446012, -2.797984, 1.346563], [-1.202265, -1.669611, 1.003155], [-2.115591, -1.147993, 1.910126], [-3.027403, -0.095333, 1.516622], [-2.396276, 1.290643, 1.696975], [-1.949462, 1.466998, 3.065982], [-3.140012, 1.921159, 4.162513], [-2.353224, 3.371025, 4.902064], [-3.304080, 0.929059, 5.187150], [-4.299771, 2.355298, 3.441815], [-1.092904, 0.391005, 3.524343], [-1.738659, -0.985508, 3.299727], [-1.055777, -1.180429, -0.299445], [-0.187305, -1.766579, -1.198902], [2.271323, -0.832464, -4.017699], [2.422168, 0.539590, -4.142696], [2.314514, 1.189074, -5.487967], [3.042115, 3.220829, -2.120107], [1.963020, 3.250066, -3.520114], [3.692322, 3.032379, -3.752118], [3.016117, 1.251995, -0.890467], [2.735775, -1.176624, -0.686360], [1.588973, -4.475609, -1.606104], [1.004597, -4.239658, 0.753675], [-0.562675, -3.250975, 2.318455], [-3.362576, -0.250948, 0.491896], [-3.900849, -0.152157, 2.176305], [-3.126206, 2.072618, 1.493070], [-1.526875, 1.412799, 1.043471], [-3.019291, 3.765909, 5.658422], [-1.416627, 3.058841, 5.342872], [-2.195714, 4.092130, 4.112283], [-0.908536, 0.545313, 4.586870], [-0.147781, 0.456382, 2.974164], [-1.043841, -1.764020, 3.607166], [-2.639658, -1.048857, 3.917095], [-1.626107, -0.330418, -0.637249], [-0.116955, -1.370218, -2.199643], [2.082297, -1.438665, -4.891853], [2.117584, 0.447307, -6.257213], [1.509241, 1.923329, -5.498018], [3.238972, 1.709066, -5.736884]], "forces_ev_per_a": [[-0.006, -0.051, -0.008], [-0.015, -0.080, 0.057], [0.022, 0.008, -0.004], [0.033, -0.140, -0.145], [0.278, 0.301, -0.077], [0.113, -0.155, 0.008], [0.013, 0.059, -0.162], [0.107, -0.574, 0.111], [-0.446, 0.278, 0.252], [0.114, 0.162, -0.218], [-0.050, 0.093, 0.050], [0.192, -0.215, -0.288], [-0.363, -0.034, 0.162], [0.079, 0.247, -0.153], [-0.463, -0.059, -0.512], [-0.706, 0.374, 0.586], [0.551, 0.798, 0.320], [-0.455, -0.709, -0.341], [0.243, -0.052, 0.061], [0.052, 0.134, -0.279], [0.240, -0.526, 0.366], [0.219, 0.160, 0.226], [-0.077, 0.080, 0.205], [0.059, -0.320, -0.001], [-0.033, -0.117, 0.179], [-0.028, -0.073, 0.067], [0.005, 0.002, 0.047], [0.011, 0.061, 0.030], [-0.026, 0.109, -0.035], [0.044, 0.103, -0.047], [0.029, 0.067, 0.071], [-0.032, -0.038, 0.086], [0.041, 0.170, -0.171], [0.080, -0.077, 0.043], [-0.039, -0.045, 0.077], [-0.053, 0.008, 0.039], [-0.005, -0.016, -0.128], [0.091, -0.051, -0.242], [-0.048, 0.025, 0.052], [-0.157, -0.011, 0.126], [0.193, -0.062, 0.076], [0.048, 0.114, -0.140], [0.231, -0.117, -0.011], [-0.046, 0.022, 0.068], [-0.070, 0.011, 0.028], [0.129, -0.087, -0.020], [-0.065, 0.095, 0.002], [-0.031, 0.036, -0.057], [0.008, -0.058, -0.105], [-0.012, -0.003, -0.074], [-0.035, 0.078, -0.083], [0.035, 0.074, -0.093]]}